Entry 1:
The following is a quantum chemistry calculation of 9 unconnected molecules or ions with the total composition C36H51F21O20 at a distorted geometry, from OMol25.

```
128
Properties=species:S:1:pos:R:3
C 2.67 9.12 6.37
C 3.07 7.63 6.62
O 2.65 7.01 5.45
C 3.16 5.83 5.02
O 4.10 5.16 5.49
O 2.45 5.31 4.05
C 3.00 4.14 3.28
H 3.18 9.62 5.54
H 3.01 9.68 7.24
H 1.61 9.31 6.23
H 2.65 7.17 7.52
H 4.14 7.46 6.72
H 2.30 3.91 2.48
H 3.11 3.17 3.76
H 3.93 4.52 2.87
C -6.83 -7.75 -1.47
C -7.21 -6.50 -0.71
O -6.01 -5.69 -0.46
C -5.98 -4.42 -0.54
O -6.89 -3.63 -0.73
O -4.76 -4.05 -0.18
C -4.43 -2.70 -0.06
H -6.41 -8.44 -0.74
H -6.16 -7.64 -2.32
H -7.69 -8.23 -1.94
H -7.68 -6.75 0.24
H -7.94 -5.87 -1.22
H -3.37 -2.71 0.21
H -4.82 -2.34 0.88
H -4.61 -2.14 -0.98
C -3.51 0.56 2.70
C -2.12 0.71 3.30
O -2.04 1.99 3.89
C -0.96 2.38 4.52
O 0.03 1.63 4.75
C -1.06 3.85 5.09
F -0.72 3.87 6.40
F -0.11 4.56 4.48
F -2.20 4.46 4.96
H -3.73 -0.39 2.21
H -3.64 1.45 2.09
H -4.26 0.62 3.48
H -1.32 0.39 2.63
H -2.02 -0.05 4.08
C -5.48 -3.64 -3.75
C -5.32 -3.46 -5.20
O -3.96 -3.19 -5.41
C -3.45 -3.23 -6.61
O -4.13 -3.39 -7.66
C -1.86 -2.93 -6.66
F -1.55 -1.88 -7.42
F -1.48 -2.57 -5.44
F -1.20 -4.01 -7.00
H -6.41 -4.17 -3.59
H -5.40 -2.69 -3.21
H -4.73 -4.33 -3.36
H -5.84 -2.57 -5.56
H -5.72 -4.33 -5.71
C -1.31 9.15 -0.96
C 0.07 9.06 -1.65
O 0.82 8.31 -0.71
C 0.86 6.93 -0.82
O 0.73 6.28 -1.86
C 1.06 6.17 0.43
F 0.08 5.34 0.71
F 2.24 5.46 0.38
F 1.19 7.10 1.39
H -1.26 9.56 0.05
H -1.86 8.22 -1.01
H -1.97 9.82 -1.51
H 0.59 9.98 -1.89
H -0.05 8.44 -2.54
C 4.53 4.92 -1.65
C 3.43 3.95 -2.06
O 3.84 2.65 -1.39
C 3.32 1.45 -1.75
O 2.53 1.34 -2.67
C 3.84 0.25 -0.85
F 2.76 -0.53 -0.53
F 4.57 -0.55 -1.59
F 4.50 0.73 0.22
H 5.48 4.59 -2.09
H 4.51 5.17 -0.59
H 4.41 5.88 -2.15
H 3.40 3.76 -3.13
H 2.46 4.26 -1.66
C 4.17 -4.24 2.11
C 2.86 -4.49 2.86
O 1.74 -4.22 2.09
C 0.55 -4.76 2.41
O 0.44 -5.52 3.35
C -0.63 -4.62 1.51
F -1.58 -3.93 2.16
F -0.30 -4.01 0.45
F -1.13 -5.79 1.17
H 5.04 -4.48 2.72
H 4.22 -3.26 1.64
H 4.21 -4.99 1.32
H 2.79 -3.81 3.71
H 2.85 -5.48 3.32
C 0.09 2.32 0.90
C -1.07 1.97 -0.04
O -0.50 0.87 -0.84
C -1.07 -0.39 -0.91
O -1.95 -0.80 -0.18
C -0.57 -1.29 -2.13
F -1.72 -1.73 -2.85
F 0.22 -0.62 -2.94
F -0.03 -2.34 -1.62
H -0.26 2.78 1.82
H 0.74 3.00 0.36
H 0.71 1.43 1.07
H -1.19 2.80 -0.75
H -2.03 1.71 0.41
C 2.56 -5.35 -1.84
C 3.36 -5.72 -3.13
O 4.27 -6.71 -2.65
C 5.13 -7.31 -3.44
O 5.22 -7.21 -4.71
C 5.95 -8.43 -2.69
F 5.07 -9.27 -2.03
F 6.64 -9.09 -3.57
F 6.85 -7.84 -1.88
H 1.75 -4.64 -1.98
H 3.13 -4.82 -1.08
H 2.09 -6.21 -1.35
H 3.86 -4.87 -3.60
H 2.71 -6.16 -3.88
```

Electronic energy in eV: -136174.436
E_LUMO (alpha / beta) in eV: 1.65 / 1.65
Charge: -1
<S²>: 0.753
Molecular weight in g mol⁻¹: 1202.74
Gap between HOMO and LUMO (alpha / beta) in Eh: 0.084 / 0.257
Spin multiplicity: 2



Entry 2:
The following is a quantum chemistry calculation of a molecular structure, C36H51N10NdO5P2S at a distorted geometry, from OMol25.

```
106
Properties=species:S:1:pos:R:3
Nd -2.02 0.37 -0.14
O -1.55 2.85 0.03
C -2.41 3.80 -0.59
C -3.87 3.26 -0.59
N -3.94 1.90 -1.24
C -3.64 1.94 -2.70
C -2.04 2.04 -2.96
O -1.67 2.78 -3.86
O -1.27 1.38 -2.09
C -5.26 1.30 -1.00
C -5.13 -0.25 -0.56
O -6.01 -0.99 -0.92
O -4.02 -0.63 0.04
H -0.66 2.99 -0.37
H -2.09 4.08 -1.61
H -2.35 4.63 0.11
H -4.54 3.93 -1.13
H -4.15 3.11 0.45
H -4.07 2.84 -3.14
H -4.06 0.99 -3.08
H -5.89 1.45 -1.90
H -5.67 1.79 -0.12
C 1.79 -1.16 -1.56
P 1.81 0.34 -0.42
C 2.98 -0.22 0.82
N 4.02 -0.82 0.30
C 4.96 -1.30 1.17
C 6.18 -1.76 0.69
C 7.21 -2.07 1.55
C 7.01 -2.01 2.99
C 5.81 -1.58 3.44
C 4.78 -1.23 2.58
N 3.65 -0.63 3.15
C 2.84 -0.03 2.30
P 1.45 0.83 3.07
C 0.67 -0.38 4.18
C 2.06 2.20 4.16
C 0.79 2.73 4.94
C 3.11 1.71 5.16
C 2.57 3.39 3.38
C 2.73 1.76 -1.39
C 2.02 2.00 -2.72
C 2.65 3.04 -0.54
C 4.19 1.52 -1.77
H 2.84 -1.34 -1.81
H 1.15 -1.04 -2.42
H 1.44 -2.11 -1.08
H 6.32 -1.90 -0.34
H 8.16 -2.39 1.18
H 7.83 -2.27 3.64
H 5.66 -1.47 4.52
H 1.17 -0.33 5.19
H 0.74 -1.42 3.82
H -0.42 -0.09 4.18
H 0.32 1.98 5.59
H 0.03 3.01 4.19
H 1.05 3.59 5.54
H 2.68 1.04 5.89
H 3.51 2.59 5.70
H 3.99 1.19 4.72
H 1.98 3.73 2.57
H 3.57 3.27 2.88
H 2.82 4.26 4.04
H 0.96 2.25 -2.66
H 2.11 1.21 -3.53
H 2.43 2.91 -3.27
H 1.64 3.21 -0.21
H 2.98 3.91 -1.14
H 3.23 3.00 0.41
H 4.44 0.53 -2.15
H 4.87 1.65 -0.95
H 4.56 2.21 -2.55
N -2.76 3.57 4.73
N -2.98 2.58 3.85
N -4.14 1.95 3.76
C -3.90 1.06 2.79
N -2.73 1.27 2.17
N -2.17 2.33 2.83
H -3.36 3.77 5.51
H -1.90 4.13 4.64
H -4.65 0.35 2.44
C -0.93 -1.58 1.30
H 0.08 -1.32 1.54
H -0.96 -2.51 0.68
H -1.74 -1.52 2.08
S -0.99 -5.61 -3.23
C -1.61 -3.94 -3.10
C -0.90 -2.81 -3.57
C -1.26 -1.54 -3.12
N -2.35 -1.41 -2.32
C -3.17 -2.43 -2.09
C -2.73 -3.76 -2.33
C -1.96 -6.12 -4.58
C -2.43 -7.41 -4.71
C -3.26 -7.75 -5.78
N -3.65 -6.90 -6.75
C -3.00 -5.69 -6.71
C -2.23 -5.27 -5.66
H -0.04 -2.96 -4.24
H -0.77 -0.61 -3.40
H -4.06 -2.17 -1.61
H -3.42 -4.61 -2.15
H -2.13 -8.22 -4.05
H -3.77 -8.71 -5.85
H -3.26 -4.99 -7.50
H -1.95 -4.25 -5.66
```

Energy above the lowest of the compared OMol25 structures with the same formula, charge and spin in kcal per mole: 24.2
Electronic energy in eV: -107985.601
E_LUMO (alpha / beta) in eV: -0.48 / -0.48
<S²>: 3.754
Molecular weight in g mol⁻¹: 942.12
Gap between HOMO and LUMO (alpha / beta) in Eh: 0.219 / 0.219
Spin multiplicity: 4



The highest molecular weight belongs to which entry? C36H51F21O20



Which of these has the lowest spin multiplicity? C36H51F21O20



The lowest molecular weight belongs to which entry? C36H51N10NdO5P2S



The highest molecular weight belongs to which entry? C36H51F21O20